Computed, not measured: a structure of composition F8Li3N4O16S8, with the ωB97M-V functional and the def2-TZVPD basis.

Structure (XYZ):
```
39
Properties=species:S:1:pos:R:3:mulliken_spin:R:1
S -2.54045 -2.98212 -0.49888 -0.001
F 0.53601 4.95903 -0.19648 0.000
S 3.13359 -0.70478 -0.62064 0.000
N -0.81580 -2.67426 -0.84739 0.000
O 1.61302 1.27475 1.92142 0.061
S -1.78941 1.93240 -0.96268 -0.001
O -1.78760 4.93498 -0.79133 0.000
N 1.66120 -0.13263 -0.83097 0.001
S -0.63770 4.08807 -1.01744 0.000
O -3.30751 -3.95671 -1.27180 0.000
S 1.90693 0.06902 -2.58115 0.000
S -0.67490 -0.06439 3.09916 -0.095
O -0.06553 4.05369 -2.35848 0.001
O 4.11170 0.30631 -0.21859 0.001
F 1.05213 -3.56838 -0.37214 0.000
O 1.76315 1.17445 4.44314 0.027
S 1.01173 1.47317 3.24729 -0.023
S -0.45165 -3.88816 -0.00111 0.002
F 2.75095 -1.54857 0.71489 0.000
N -0.55107 2.85267 -0.11603 0.000
F -2.27429 -0.27914 2.89078 -0.005
Li -0.47062 -2.36271 -2.80186 0.000
O -2.93564 -2.58076 0.82302 0.000
F 1.08607 3.12736 3.26057 -0.002
F -3.09980 -1.76391 -1.32955 0.000
Li -0.05843 -0.94629 -0.22583 -0.003
O 3.71148 -1.71765 -1.52175 0.000
O -0.17582 -0.73098 1.88021 0.231
F -2.78255 1.92010 0.29500 0.000
O -0.75556 -5.23055 -0.54163 0.000
O -1.30735 0.57286 -1.05165 0.004
O -2.59737 2.49598 -1.98798 0.000
O 3.14291 0.60973 -3.12483 0.000
O -0.39913 -3.80341 1.44549 0.003
O -0.54009 -0.79914 4.32487 0.306
Li 1.06140 1.83413 -0.26426 0.001
F 1.04606 1.41872 -2.52181 0.000
N -0.65981 1.43864 3.12988 0.495
O 1.08978 -0.80138 -3.41953 0.000
```

Its expectation value of S² is 0.76. The value obtained for the calculated total energy is -147749.740 eV. Its HOMO energy (spin up / spin down) is -11.26 / -11.25 eV. As for the spin multiplicity: 2.

Computed, not measured: a structure of composition F8LiN6O22S8, with the ωB97M-V functional and the def2-TZVPD basis.

Structure (XYZ):
```
45
Properties=species:S:1:pos:R:3:mulliken_charge:R:1
N 3.64369 19.52766 5.19042 -0.031
F 2.55076 21.56188 4.67326 -0.277
O 2.64792 17.12049 4.55751 -0.526
F 5.50645 16.66769 12.51857 -0.350
O 1.47829 19.64976 3.83141 -0.606
S -0.53461 23.12702 8.83896 1.070
O 1.05117 18.33561 7.17075 -0.633
O 4.73849 17.97150 3.36774 -0.651
O 0.59150 20.19536 11.40083 -0.586
S 5.91318 16.86085 10.94472 1.040
S 4.68509 16.88967 8.74674 0.919
O 4.55303 20.90488 7.79106 -0.372
F 4.70788 17.41921 5.67859 -0.185
N 5.40348 21.35020 8.61242 0.644
S 3.81336 17.97699 4.49222 0.924
O 7.04711 15.96004 10.77137 -0.667
O 1.69655 21.29380 7.32035 -0.238
F 3.24145 22.49444 13.95348 -0.362
O 5.82084 16.28630 8.09178 -0.616
N 1.16903 23.31050 8.88512 -0.249
Li 2.90670 19.41006 7.07616 1.272
O 1.03475 17.45620 9.14939 -0.602
O 4.14310 18.15336 8.34907 -0.097
O -0.68030 17.22013 7.84254 -0.765
S 1.37313 22.69232 7.45495 0.844
O 4.99933 21.88491 9.66066 -0.575
O 0.99369 22.48274 13.45275 -0.693
F 3.45290 15.97243 8.25155 -0.355
F 2.37257 20.31809 9.86064 0.115
O -1.31580 24.07347 8.08036 -0.659
S 2.13092 21.56568 13.27297 0.885
F -0.83776 23.57495 10.36498 -0.299
N 4.50503 16.43732 10.38354 -0.253
N 0.46265 17.68222 8.06680 0.866
S 2.02218 20.11819 11.40919 1.032
O 6.61862 21.28453 8.28739 -0.756
O 0.77766 23.35734 6.32650 -0.635
S 2.82208 20.12199 4.02753 0.934
F 2.84642 23.40387 7.38040 -0.406
O 2.17992 20.38928 14.14794 -0.646
O -0.98760 21.76670 8.88365 -0.553
O 2.66768 18.85450 11.70437 -0.554
N 2.83962 21.56988 11.90840 -0.107
O 6.18026 18.28249 11.00936 -0.542
O 3.51242 20.62296 2.85352 -0.699
```

As for the total charge: -5. The value obtained for the calculated total energy is -162593.663 eV. Its HOMO energy is 4.27 eV. As for the spin multiplicity: 1.

Computed, not measured: a structure of composition F8N4O16S8V, with the ωB97M-V functional and the def2-TZVPD basis.

Structure (XYZ):
```
37
Properties=species:S:1:pos:R:3:mulliken_spin:R:1
F 10.67977 14.10560 -12.27426 0.008
O 12.03896 12.83960 -10.77787 0.004
O 10.42929 16.63994 -16.61494 0.002
N 11.66560 11.95561 -16.29477 0.008
O 15.10555 13.83746 -12.75414 0.000
O 9.60617 12.41384 -11.03447 0.001
N 10.05041 14.39446 -15.49924 0.024
S 9.96729 15.30409 -16.79983 0.008
V 11.43797 13.20791 -14.75561 1.800
O 13.57800 10.25533 -17.05571 0.004
F 11.85666 16.32807 -14.33121 0.001
O 7.93804 15.97533 -14.93543 0.000
O 10.36653 9.84205 -17.28083 -0.001
O 9.91088 12.09106 -18.10215 0.004
F 11.23580 14.63502 -17.50591 0.001
O 12.60599 11.62232 -18.82879 -0.001
S 10.53226 11.24922 -17.11525 0.010
F 9.45335 11.56718 -15.90845 0.003
F 14.38097 12.31343 -14.46734 0.005
O 8.92444 14.99124 -17.72891 0.000
S 8.41480 14.63613 -15.02180 0.014
N 11.17714 11.98717 -13.19995 0.016
F 13.75847 12.64089 -16.99863 0.003
O 7.52652 13.58029 -15.40442 0.003
S 10.89409 12.62007 -11.61248 0.014
O 13.03078 10.50176 -12.13249 0.000
O 15.56680 14.21927 -15.15298 0.003
S 13.37977 15.87011 -14.10997 0.008
S 11.66013 10.62330 -12.52774 0.009
N 13.00521 14.29424 -14.24516 0.020
O 14.06623 16.41971 -15.22791 0.001
F 11.73491 9.96066 -13.97576 0.001
S 12.84800 11.41652 -17.42478 0.012
S 14.67223 13.86936 -14.11631 0.013
O 10.63074 9.81546 -11.93951 -0.002
F 8.63108 14.24621 -13.48537 0.002
O 13.59358 16.44256 -12.81838 -0.001
```

Its expectation value of S² is 2.01. As for the total charge: -1. The value obtained for the calculated total energy is -172825.221 eV. Its HOMO energy (spin up / spin down) is -8.99 / -9.36 eV. As for the spin multiplicity: 3.

Computed, not measured: a cluster of 8 separate species, FH14O7 in total, with the ωB97M-V functional and the def2-TZVPD basis.

Structure (XYZ):
```
22
Properties=species:S:1:pos:R:3:mulliken_charge:R:1
H 4.52667 0.29670 0.82968 0.296
H 0.01590 -2.94010 1.83146 0.358
O -3.89797 -2.62396 -1.55103 -0.672
H 0.56227 4.02676 -0.10113 0.314
O 0.19672 -3.59367 2.50701 -0.669
H 0.44560 3.04386 -1.24664 0.362
O 0.72529 3.93564 -1.03993 -0.681
O -4.13720 3.04968 0.13188 -0.656
H -4.00684 -2.48346 -2.49158 0.305
H 3.28507 -0.23758 0.14784 0.355
H -3.45994 2.43038 -0.14016 0.347
H -4.36945 3.51868 -0.66958 0.309
H 1.45412 2.49546 3.58047 0.308
H 0.13298 1.96583 3.06474 0.345
F -0.21551 -0.21040 -0.70985 -0.979
H 0.50847 -4.35869 2.02348 0.308
H 2.93994 -2.60228 -2.73610 0.320
H -3.19745 -2.02268 -1.29806 0.363
O 2.26439 -3.18883 -3.07645 -0.679
H 1.44944 -2.86400 -2.69359 0.357
O 4.22374 -0.39793 0.24489 -0.655
O 0.55375 2.76060 3.39265 -0.655
```

As for the total charge: -1. The value obtained for the calculated total energy is -17278.267 eV. Its HOMO energy is -4.65 eV. As for the spin multiplicity: 1.

Computed, not measured: the molecule FH2IP2, with the ωB97M-V functional and the def2-TZVPD basis.

Structure (XYZ):
```
6
Properties=species:S:1:pos:R:3:mulliken_charge:R:1
H -0.30554 1.38726 0.58392 0.114
P -0.30819 -0.93162 -0.52459 0.192
I 2.59179 0.66649 -0.11025 -0.006
P 0.54841 0.21629 1.22589 -0.112
F -1.66220 -1.54862 0.11554 -0.257
H -0.86428 0.21020 -1.29052 0.069
```

The value obtained for the calculated total energy is -29428.180 eV. As for the SMILES: F[PH]#[PH]I. Its HOMO energy is -9.40 eV. As for the spin multiplicity: 1.

Computed, not measured: the molecule FH2NS, with the ωB97M-V functional and the def2-TZVPD basis.

Structure (XYZ):
```
5
Properties=species:S:1:pos:R:3:mulliken_spin:R:1
F 1.61042 -0.35326 -0.10131 0.051
H -0.95972 -0.88054 0.89522 -0.011
S -1.04656 -0.28337 -0.20580 1.290
H 0.92097 1.43648 -0.29303 -0.018
N 0.65826 0.53375 0.29963 0.688
```

Its expectation value of S² is 2.01. The value obtained for the calculated total energy is -15068.683 eV. Its HOMO energy (spin up / spin down) is -6.73 / -9.54 eV. As for the spin multiplicity: 3.